Model 1:
A cluster of 2 separate species, C6H11NO3 in total. Source: OMol25; level of theory: the ωB97M-V functional and the def2-TZVPD basis.

Output
SMILES string   C=C(C)C(=O)O.CC(N)=O
Total charge   0
Spin multiplicity   1
Molar mass   145.16 g/mol

XYZ file:
```
21
Properties=species:S:1:pos:R:3:mulliken_charge:R:1
C 0.093 -1.010 -0.289 0.91
H 3.039 1.359 1.797 0.37
H 3.107 1.772 0.071 0.30
H -1.397 -2.976 -1.162 0.31
O 0.694 -2.038 -0.109 -0.62
C -1.947 -2.049 -1.084 -1.21
C -2.084 0.387 -0.595 -1.39
H -0.436 0.357 1.768 0.28
C 2.681 1.093 0.803 -1.23
O 0.899 0.081 -1.103 -0.61
H 2.996 0.081 0.564 0.36
H -2.564 0.608 -1.540 0.38
O 0.558 2.228 0.514 -0.60
C 1.183 1.219 0.760 0.80
H 1.038 -0.545 1.961 0.28
H -1.461 1.246 -0.373 0.31
H -2.993 -2.071 -1.355 0.34
H -2.855 0.370 0.174 0.33
C -1.362 -0.933 -0.663 0.82
H 0.331 0.722 -1.553 0.32
N 0.480 0.101 1.416 -0.46
```

Model 2:
An isolated molecule of C6H11NO3. Source: OMol25; level of theory: the ωB97M-V functional and the def2-TZVPD basis.

Output
SMILES string   C[C@H]1CCN[C@]1(O)C(=O)O
Total charge   0
Spin multiplicity   1
Molar mass   145.16 g/mol

XYZ file:
```
21
Properties=species:S:1:pos:R:3:mulliken_charge:R:1
H -0.332 2.399 -0.503 0.33
H 0.528 2.401 1.068 0.33
H -1.115 -2.373 0.782 0.23
C -0.415 0.539 0.517 0.30
H -2.186 0.227 -0.856 0.26
O 2.812 0.771 -0.223 -0.59
N 0.287 -1.494 -0.573 -0.56
H 0.437 -1.643 -1.535 0.32
O 2.208 -0.961 1.123 -0.56
O 0.672 0.622 -1.768 -0.63
H -0.213 0.331 1.661 0.29
C 0.629 -0.047 -0.540 0.76
H -2.399 -0.159 0.923 0.43
C -0.407 2.064 0.539 -1.45
C -1.710 -0.220 0.096 -0.73
H 1.591 -1.765 0.908 0.43
H -1.270 2.335 1.170 0.39
C 2.026 -0.043 0.160 0.23
H -1.560 -2.424 -0.827 0.37
H 1.541 1.117 -2.010 0.39
C -1.124 -1.678 -0.114 -0.56
```

Model 3:
An isolated molecule of C6H11NO3. Source: OMol25; level of theory: the ωB97M-V functional and the def2-TZVPD basis.

Output
SMILES string   CC1(C)OCN[C@@H]1C(=O)O
Total charge   0
Spin multiplicity   1
Molar mass   145.16 g/mol

XYZ file:
```
21
Properties=species:S:1:pos:R:3:mulliken_charge:R:1
H -2.153 -1.851 -0.302 0.25
C 0.169 0.521 0.212 1.54
O 0.628 -2.253 -2.234 -0.55
H 2.052 -0.573 0.052 0.43
C -0.419 1.918 0.092 -1.84
C 1.603 0.359 0.108 -1.73
H -1.371 1.785 -0.124 0.53
H 0.238 -2.060 1.381 0.29
H -1.315 -1.746 1.993 0.28
C 0.429 -0.944 -2.080 0.19
N -1.162 -1.676 -0.186 -0.40
O -0.381 -0.128 1.347 -0.47
C -0.621 -1.535 1.134 -0.46
H -0.016 -2.519 -1.549 0.45
H -0.018 2.589 -0.615 0.38
H -0.316 2.546 1.055 0.33
C -0.620 -0.633 -1.050 0.21
H 1.962 0.730 -0.891 0.39
O 0.974 -0.087 -2.679 -0.55
H -1.462 -0.060 -1.589 0.38
H 2.106 1.035 0.838 0.36
```

Which is most stable, and by how much? model 2, by 0.0249 hartree.

Model 1:
A structure of composition C2H4N4O. Source: OMol25; level of theory: the ωB97M-V functional and the def2-TZVPD basis.

Output
Total charge   0
Spin multiplicity   1
Molar mass   100.08 g/mol

XYZ file:
```
11
Properties=species:S:1:pos:R:3:mulliken_charge:R:1
N 2.570 0.748 0.057 -0.04
H -1.691 1.147 -1.011 0.29
O 2.688 -0.511 -0.155 0.00
N 1.365 1.110 -0.067 -0.25
C -0.922 -0.178 0.592 -0.35
H -1.120 -1.418 1.178 0.28
H -0.915 0.647 1.476 0.24
H -2.201 -0.536 -1.313 0.28
N -1.782 0.193 -0.412 -0.63
C 0.574 -0.116 -0.104 0.50
N 1.435 -1.087 -0.242 -0.33
```

Model 2:
An isolated molecule of C2H4N4O. Source: OMol25; level of theory: the ωB97M-V functional and the def2-TZVPD basis.

Output
SMILES string   [H]/N=c1/nnon1C
Total charge   0
Spin multiplicity   1
Molar mass   100.08 g/mol

XYZ file:
```
11
Properties=species:S:1:pos:R:3:mulliken_charge:R:1
C -0.632 1.173 -0.033 -0.79
H -0.549 2.116 0.516 0.30
N 0.831 -1.896 0.673 -0.25
N 0.490 0.271 0.225 -0.04
H -1.706 0.670 0.091 0.28
H -0.425 1.629 -1.117 0.36
C 0.325 -0.910 -0.321 0.55
N 0.067 -1.266 -1.563 -0.60
H 0.044 -0.298 -1.914 0.26
N 1.004 -1.363 1.747 0.05
O 0.551 -0.126 1.696 -0.11
```

Which is most stable, and by how much? model 2, by 0.0474 hartree.

Model 1:
An isolated molecule of C2H4N4O. Source: OMol25; level of theory: the ωB97M-V functional and the def2-TZVPD basis.

Output
SMILES string   Cn1[nH]nnc1=O
Total charge   0
Spin multiplicity   1
Molar mass   100.08 g/mol

XYZ file:
```
11
Properties=species:S:1:pos:R:3:mulliken_charge:R:1
H 1.222 -1.675 -0.551 0.29
H -1.443 -0.686 1.184 0.31
N 2.201 0.024 0.103 -0.26
N -0.024 -0.056 -0.238 0.17
O -0.336 2.201 0.028 -0.57
C 0.394 1.240 -0.099 0.51
N 1.801 1.198 0.041 -0.19
H -2.004 0.388 -0.236 0.33
N 1.120 -0.837 0.069 -0.11
C -1.341 -0.426 0.131 -0.75
H -1.589 -1.371 -0.432 0.25
```

Model 2:
A cluster of 2 separate species, C2H4N4O in total. Source: OMol25; level of theory: the ωB97M-V functional and the def2-TZVPD basis.

Output
Total charge   0
Spin multiplicity   1
Molar mass   100.08 g/mol

XYZ file:
```
11
Properties=species:S:1:pos:R:3:mulliken_charge:R:1
C 1.017 1.275 -0.258 0.18
H 0.492 -1.083 -0.408 0.26
N 1.554 0.924 0.803 0.44
C -0.426 0.717 2.914 -0.15
H -0.386 -1.050 -1.917 0.26
N 0.496 -0.725 -1.437 -0.59
N 2.066 0.982 1.849 -0.66
H -0.971 0.360 3.708 0.27
O 0.652 1.200 3.200 -0.24
N 0.337 0.704 -1.192 0.01
H -0.223 1.237 -1.825 0.22
```

Which is most stable, and by how much? model 1, by 0.2208 hartree.

Model 1:
An isolated molecule of C2H4N4O. Source: OMol25; level of theory: the ωB97M-V functional and the def2-TZVPD basis.

Output
SMILES string   Nc1n[nH]c(O)n1
Total charge   0
Spin multiplicity   1
Molar mass   100.08 g/mol

XYZ file:
```
11
Properties=species:S:1:pos:R:3:mulliken_charge:R:1
H -2.234 1.394 -1.105 0.28
N -1.604 0.672 -1.428 -0.47
C 1.003 -0.536 0.412 0.48
N 0.450 -0.401 -0.771 -0.61
H 0.470 0.121 2.344 0.23
O 2.162 -1.125 0.754 -0.50
N 0.269 0.051 1.361 0.25
H -1.196 0.886 -2.327 0.26
C -0.671 0.326 -0.468 0.49
N -0.825 0.643 0.803 -0.76
H 2.177 -2.030 0.428 0.35
```

Model 2:
An isolated molecule of C2H4N4O. Source: OMol25; level of theory: the ωB97M-V functional and the def2-TZVPD basis.

Output
SMILES string   Nc1n[nH]c(O)n1
Total charge   0
Spin multiplicity   1
Molar mass   100.08 g/mol

XYZ file:
```
11
Properties=species:S:1:pos:R:3:mulliken_charge:R:1
N -1.612 0.635 1.390 -0.46
N 0.482 1.186 0.437 -0.75
N -0.466 -0.799 -0.157 -0.61
C -0.543 0.368 0.557 0.44
H -1.669 1.610 1.651 0.27
H -2.489 0.268 1.050 0.25
N 1.295 0.478 -0.413 0.22
H 0.795 -2.362 -1.528 0.36
O 1.305 -1.540 -1.558 -0.49
H 2.195 0.829 -0.692 0.23
C 0.704 -0.673 -0.738 0.55
```

Which is most stable, and by how much? model 2, by 0.0054 hartree.

Model 1:
An isolated molecule of C2H4N4O. Source: OMol25; level of theory: the ωB97M-V functional and the def2-TZVPD basis.

Output
SMILES string   Cn1nnc(O)n1
Total charge   0
Spin multiplicity   1
Molar mass   100.08 g/mol

XYZ file:
```
11
Properties=species:S:1:pos:R:3:mulliken_charge:R:1
N 0.948 -0.079 0.127 0.88
N 0.575 1.198 0.088 -0.44
H 2.888 -0.696 0.863 0.26
N -0.754 1.109 -0.072 -0.37
H 2.544 -1.212 -0.827 0.28
O -2.305 -0.533 0.020 -0.46
H 2.962 0.479 -0.398 0.33
C 2.354 -0.369 -0.103 -0.71
C -1.068 -0.167 -0.079 0.64
N -0.039 -0.992 0.070 -0.78
H -2.782 0.265 -0.197 0.37
```

Model 2:
An isolated molecule of C2H4N4O. Source: OMol25; level of theory: the ωB97M-V functional and the def2-TZVPD basis.

Output
SMILES string   [H]/N=c1\nc(N)o[nH]1
Total charge   0
Spin multiplicity   1
Molar mass   100.08 g/mol

XYZ file:
```
11
Properties=species:S:1:pos:R:3:mulliken_charge:R:1
C 0.692 -1.044 -0.447 0.47
O -1.059 -0.189 0.563 -0.29
N 1.592 -1.903 -0.596 -0.66
H -0.434 -1.939 0.997 0.29
N 0.682 0.365 -0.638 -0.58
H -0.538 2.954 -0.113 0.27
H 2.494 -1.560 -1.024 0.27
N -0.531 -1.392 0.123 -0.22
H -1.727 1.952 0.830 0.23
C -0.305 0.778 0.034 0.65
N -0.865 1.978 0.271 -0.43
```

Model 3:
An isolated molecule of C2H4N4O. Source: OMol25; level of theory: the ωB97M-V functional and the def2-TZVPD basis.

Output
SMILES string   O=C1NN=CNN1
Total charge   0
Spin multiplicity   1
Molar mass   100.08 g/mol

XYZ file:
```
11
Properties=species:S:1:pos:R:3:mulliken_charge:R:1
O -2.573 -0.178 -0.036 -0.63
H -0.918 -2.007 -0.155 0.16
H 1.238 1.822 -0.240 0.26
C 1.502 -0.329 -0.052 0.03
H 2.519 -0.291 -0.416 0.34
N -0.597 -1.174 -0.022 0.28
N 0.939 0.936 0.073 -0.21
N -0.656 1.110 -0.111 -0.31
N 0.785 -1.431 0.131 -0.79
C -1.338 -0.167 0.019 0.56
H -0.902 1.708 0.809 0.31
```

Model 4:
An isolated molecule of C2H4N4O. Source: OMol25; level of theory: the ωB97M-V functional and the def2-TZVPD basis.

Output
SMILES string   CNc1nnon1
Total charge   0
Spin multiplicity   1
Molar mass   100.08 g/mol

XYZ file:
```
11
Properties=species:S:1:pos:R:3:mulliken_charge:R:1
C 0.381 0.151 -0.244 -0.72
N -3.745 0.336 -2.242 -0.14
H 0.874 -0.097 0.640 0.41
N -0.915 0.531 0.215 -0.30
O -2.647 0.013 -2.994 -0.03
H 0.823 0.994 -0.753 0.22
H -1.353 0.157 1.047 0.29
C -2.051 0.219 -1.013 0.44
N -3.334 0.465 -1.104 -0.23
H 0.344 -0.670 -1.120 0.25
N -1.608 -0.141 -2.185 -0.19
```

Which is most stable, and by how much? model 2, by 0.0047 hartree.

Model 1:
A cluster of 2 separate species, C5H12O in total. Source: OMol25; level of theory: the ωB97M-V functional and the def2-TZVPD basis.

Output
SMILES string   C=C(C)CC.O
Total charge   0
Spin multiplicity   1
Molar mass   88.15 g/mol

XYZ file:
```
18
Properties=species:S:1:pos:R:3:mulliken_charge:R:1
H -1.618 0.927 0.931 0.31
H 0.298 -2.216 1.429 0.37
H 2.371 -1.882 -0.456 0.33
C -0.757 1.563 0.757 -1.23
H -1.654 -0.322 -1.207 0.32
C 0.102 -1.146 1.279 -1.23
H 2.090 -0.491 -1.453 0.22
H -0.965 -1.291 1.026 0.29
H 0.150 1.229 -1.251 0.42
O -1.290 -0.746 -1.967 -0.61
H -1.035 2.555 0.391 0.34
C 1.789 -0.975 -0.525 -1.21
H -1.620 -0.437 -2.817 0.30
H -0.213 1.696 1.680 0.35
C 0.317 0.938 -0.211 -0.71
C 0.808 -0.406 0.169 1.05
H 1.136 1.655 -0.030 0.40
H 0.090 -0.649 2.255 0.30
```

Model 2:
A cluster of 2 separate species, C5H12O in total. Source: OMol25; level of theory: the ωB97M-V functional and the def2-TZVPD basis.

Output
Total charge   0
Spin multiplicity   1
Molar mass   88.15 g/mol

XYZ file:
```
18
Properties=species:S:1:pos:R:3:mulliken_charge:R:1
H 1.654 -0.523 0.439 0.16
C 0.482 -0.645 0.350 -0.63
O -0.031 0.238 2.577 -0.60
H -0.941 -0.822 -1.420 0.21
H -1.923 1.487 1.483 0.27
H -2.067 0.391 -0.060 0.30
C 0.214 -0.907 -1.177 -0.17
H 0.201 1.393 0.859 0.39
C -0.190 0.442 1.128 0.45
H 1.036 1.185 2.741 0.36
H -2.318 -0.289 1.587 0.28
H 0.889 1.168 -1.801 0.26
C 1.035 0.083 -2.065 -1.11
H 0.167 -1.638 0.799 0.22
C -1.638 0.443 1.008 -1.27
H 0.573 -1.961 -1.473 0.26
H 0.729 0.016 -3.125 0.33
H 2.127 -0.060 -1.850 0.30
```

Which is most stable, and by how much? model 1, by 0.0778 hartree.

Model 1:
An isolated molecule of C4H8FNO. Source: OMol25; level of theory: the ωB97M-V functional and the def2-TZVPD basis.

Output
SMILES string   N[C@]1(F)CCCO1
Total charge   0
Spin multiplicity   1
Molar mass   105.11 g/mol

XYZ file:
```
15
Properties=species:S:1:pos:R:3:mulliken_charge:R:1
O -0.454 1.250 0.498 -0.44
H -2.049 -0.103 1.559 0.25
H 1.323 -0.820 0.848 0.27
H -2.055 -1.454 0.654 0.28
C 1.031 1.175 0.296 -0.43
H 1.314 1.739 -0.676 0.20
H 0.249 -0.400 -1.937 0.25
N -1.405 -0.719 1.037 -0.66
C 1.379 -0.266 -0.085 -0.62
C -0.960 0.147 -0.063 0.81
F -1.962 0.422 -1.052 -0.38
C 0.208 -0.737 -0.840 -0.67
H -0.146 -1.769 -0.784 0.35
H 2.300 -0.199 -0.589 0.42
H 1.228 1.734 1.136 0.35
```

Model 2:
A cluster of 2 separate species, C4H8FNO in total. Source: OMol25; level of theory: the ωB97M-V functional and the def2-TZVPD basis.

Output
SMILES string   C/C=C\O.C=NF
Total charge   0
Spin multiplicity   1
Molar mass   105.11 g/mol

XYZ file:
```
15
Properties=species:S:1:pos:R:3:mulliken_charge:R:1
H 1.268 0.941 0.311 0.19
O -2.025 -0.326 1.353 -0.53
N 1.835 -0.954 0.242 -0.06
C -1.579 0.787 0.781 0.01
C -0.739 -0.435 -1.259 -1.26
H -1.863 1.722 1.267 0.35
H -0.759 1.778 -0.724 0.43
H -1.536 -1.097 0.891 0.36
H -0.283 -1.153 -0.576 0.52
C 2.168 0.266 0.476 -0.32
H 0.177 -0.071 -1.757 0.30
C -1.121 0.789 -0.469 -0.43
H 3.112 0.490 0.815 0.38
H -1.577 -0.910 -1.836 0.29
F 2.921 -1.826 0.484 -0.23
```

Which is most stable, and by how much? model 1, by 0.1090 hartree.

Model 1:
A structure of composition C4H8FNO. Source: OMol25; level of theory: the ωB97M-V functional and the def2-TZVPD basis.

Output
Total charge   0
Spin multiplicity   1
Molar mass   105.11 g/mol

XYZ file:
```
15
Properties=species:S:1:pos:R:3:mulliken_charge:R:1
O 0.522 1.491 0.016 -0.43
F 2.005 -1.358 1.483 -0.38
C -0.716 -0.292 -0.149 0.41
H 1.461 -0.129 -0.438 0.32
C -0.717 1.258 -0.789 -0.77
H -1.635 -0.586 -2.585 0.23
H -0.139 0.957 -2.033 0.30
H -1.429 -0.529 0.747 0.35
H 0.252 -0.359 2.470 0.20
C 0.755 0.194 0.341 0.00
H 1.968 0.635 2.123 0.24
H -1.849 2.145 -0.805 0.23
C 1.137 -0.028 1.721 -0.18
H -0.909 -2.262 -0.850 0.26
N -0.707 -1.138 -1.252 -0.76
```

Model 2:
An isolated molecule of C4H8FNO. Source: OMol25; level of theory: the ωB97M-V functional and the def2-TZVPD basis.

Output
SMILES string   O[C@@H]1CNC[C@@H]1F
Total charge   0
Spin multiplicity   1
Molar mass   105.11 g/mol

XYZ file:
```
15
Properties=species:S:1:pos:R:3:mulliken_charge:R:1
C 0.822 -0.747 0.791 -0.69
H 0.327 1.110 -1.836 0.38
C 0.581 0.735 -0.881 -0.71
H 2.080 -0.720 -0.909 0.26
H -0.850 -0.097 1.870 0.44
N 1.000 -0.704 -0.765 -0.54
H 1.076 1.615 -0.452 0.32
F -1.261 -1.530 0.596 -0.37
H 1.448 0.000 1.271 0.35
O -1.908 0.529 -0.881 -0.55
H -0.948 1.675 0.177 0.41
H -2.046 -0.411 -0.794 0.33
C -0.563 -0.393 0.915 0.16
H 0.951 -1.766 1.099 0.35
C -0.711 0.704 -0.202 -0.14
```

Which is most stable, and by how much? model 2, by 0.2844 hartree.